[1]
111
Properties=species:S:1:pos:R:3 method="wB97M-V/def2-TZVPD" charge=-1 e_lumo_ev=1.6511 homo_ev=-3.00 largest_force_ev_per_a=5.51 homo_lumo_gap_ev=4.65 de_lowest_kcal_mol=118.6
C 2.6608 1.9790 2.4828
O 1.5382 1.0919 2.5218
O 3.0114 2.1938 3.8204
C 3.7479 1.3925 1.5663
F 4.8926 2.0158 1.5821
F 4.1004 0.0936 1.7978
F 3.3217 1.4743 0.2996
C 0.1257 1.6136 2.4524
C -0.8147 0.6436 1.7968
H -1.8153 0.7024 2.2252
H -0.8724 0.8614 0.7304
H -0.4288 -0.3590 1.9812
H 0.0062 2.4936 1.8205
H -0.1179 1.8443 3.4895
H 2.2979 2.8853 1.9980
C -0.3948 8.7610 11.7916
O -1.0723 9.3460 10.6512
C -1.0850 8.6396 9.4929
O -0.2837 7.7993 9.1575
O -2.1711 9.0290 8.7983
C -2.4466 8.3610 7.6101
H -0.6028 7.6958 11.8920
H -0.8913 9.1885 12.6628
H 0.6677 8.9443 11.6319
H -3.4660 8.6298 7.3331
H -2.3974 7.2749 7.6883
H -1.8190 8.6410 6.7641
C -4.6942 -6.8533 6.2791
O -5.5725 -7.7464 6.9352
C -6.8942 -7.4946 7.0165
O -7.4859 -6.7248 6.2734
O -7.4160 -8.3102 7.8392
C -8.7978 -8.3727 8.1545
H -4.8081 -5.9611 6.8948
H -5.0275 -6.7050 5.2520
H -3.7026 -7.3031 6.3292
H -8.9975 -9.0692 8.9688
H -9.4483 -8.5859 7.3063
H -9.1509 -7.3892 8.4646
C 8.9121 8.9591 -9.6176
O 8.1592 8.4769 -8.4969
C 8.6518 7.5951 -7.6084
O 9.7875 7.1103 -7.6987
O 7.7097 7.4896 -6.6611
C 8.0051 6.9424 -5.3858
H 9.8341 9.4586 -9.3200
H 8.3783 9.7400 -10.1592
H 9.1661 8.0950 -10.2315
H 7.1797 7.1676 -4.7104
H 8.9115 7.3508 -4.9388
H 8.2655 5.8868 -5.4633
C 1.3021 -4.9515 -2.8681
O 0.6884 -6.2368 -2.9653
C 0.5948 -7.1018 -1.9721
O 0.9042 -6.7627 -0.8725
O 0.0920 -8.2913 -2.3233
C -0.4853 -8.6323 -3.5417
H 1.9011 -4.7809 -1.9735
H 0.6085 -4.1226 -3.0093
H 2.0750 -4.8722 -3.6326
H -0.9073 -9.6364 -3.5861
H 0.2666 -8.5026 -4.3201
H -1.2496 -7.8826 -3.7459
C -8.1101 -9.6073 -1.0706
O -8.6721 -8.2967 -1.0087
C -7.8922 -7.1789 -0.9045
O -6.6682 -7.1386 -1.0961
O -8.7173 -6.1717 -0.7808
C -8.1833 -4.8005 -0.5569
H -8.8355 -10.3626 -1.3732
H -7.7625 -9.9469 -0.0950
H -7.3420 -9.7376 -1.8329
H -7.8655 -4.3560 -1.5000
H -7.2517 -4.8075 0.0089
H -8.8490 -4.0904 -0.0663
C -2.9681 0.6644 -6.2590
O -2.2660 1.5754 -5.4061
C -1.5115 2.4384 -6.0022
O -1.4970 2.8267 -7.2071
O -0.7022 2.8691 -5.1289
C 0.3320 3.6830 -5.5183
H -2.2957 0.0796 -6.8867
H -3.6274 1.0385 -7.0422
H -3.4957 -0.0431 -5.6194
H 0.9964 3.3070 -6.2964
H 0.8412 3.8685 -4.5725
H -0.0793 4.6017 -5.9363
C -6.6552 5.7609 -1.8257
O -7.3139 4.8000 -0.9839
C -7.2594 4.8376 0.3649
O -6.6850 5.7028 1.1054
O -8.0065 3.8012 0.8253
C -8.3407 3.6535 2.2327
H -6.8836 5.4856 -2.8553
H -5.5945 5.9162 -1.6283
H -7.1845 6.6979 -1.6524
H -7.9859 4.4601 2.8741
H -8.1440 2.6164 2.5046
H -9.4290 3.6272 2.2884
C 16.3017 -4.0554 -3.0167
O 14.9389 -4.1146 -3.1894
C 14.1442 -3.4677 -2.3217
O 14.4629 -2.7240 -1.3994
O 12.8980 -3.8853 -2.4991
C 11.8620 -3.3065 -1.7274
H 16.9155 -4.8664 -3.4087
H 16.5751 -3.8118 -1.9900
H 16.6682 -3.2240 -3.6188
H 10.9681 -3.7267 -2.1884
H 11.7648 -2.2209 -1.7099
H 11.9586 -3.5901 -0.6794

[2]
105
Properties=species:S:1:pos:R:3 method="wB97M-V/def2-TZVPD" charge=0 e_lumo_ev=0.0509 homo_ev=-8.21 largest_force_ev_per_a=14.22 homo_lumo_gap_ev=8.26 de_lowest_kcal_mol=567.7
C -1.2866 4.7359 2.9627
C -0.3471 3.9515 2.0075
C 1.2013 4.3719 1.9400
O 1.8718 3.1840 2.1479
C 0.9503 2.1043 2.2793
O 1.1948 0.8630 2.2689
O -0.3336 2.5719 2.3055
H -2.2173 4.9835 2.4523
H -0.8370 5.7221 3.0778
H -1.4742 4.2411 3.9156
H -0.7386 3.8522 0.9951
H 1.4645 5.0722 2.7326
H 1.4904 4.8412 0.9996
C 0.1025 -0.1503 0.9891
C 0.1138 -0.4621 -0.4462
C -0.1936 -1.9012 -0.9115
O -1.4885 -1.7876 -1.4209
C -1.8179 -0.4275 -1.6199
O -2.7825 0.0042 -2.3360
O -0.9450 0.3776 -1.0496
H 0.7651 -0.8042 1.5561
H -0.8560 -0.3062 1.4843
H 0.3590 0.8892 1.1934
H 1.0584 -0.1360 -0.8814
H -0.2595 -2.5880 -0.0676
H 0.3771 -2.2996 -1.7503
C 5.2251 1.6134 1.8654
C 3.7469 1.9176 1.6803
C 3.5228 2.1200 0.1999
O 2.8715 1.0569 -0.2948
C 2.5479 0.2241 0.6127
O 2.0219 -0.8935 0.5283
O 3.0065 0.6521 1.8051
H 5.3446 1.2340 2.8802
H 5.8303 2.4510 1.5185
H 5.4096 0.8601 1.0996
H 3.2043 2.5706 2.3638
H 4.4972 2.2068 -0.2807
H 2.9822 3.0454 0.0009
C 2.7703 -1.8390 -1.2477
C 3.6307 -2.5914 -0.2378
C 3.5458 -4.1221 -0.3626
O 4.8283 -4.5337 -0.6945
C 5.7354 -3.4853 -0.6337
O 6.9559 -3.6497 -0.6287
O 4.9935 -2.3219 -0.6219
H 3.1410 -0.8275 -1.4136
H 1.6908 -1.7928 -1.1040
H 2.9501 -2.1633 -2.2727
H 3.5259 -2.2928 0.8052
H 2.7958 -4.3471 -1.1209
H 3.0580 -4.7420 0.3895
C -3.3741 -2.3104 0.2731
C -3.3995 -3.4137 1.4730
C -2.2399 -4.3329 1.4322
O -1.9933 -4.4504 2.8551
C -2.3916 -3.4230 3.5011
O -2.0774 -3.1940 4.6864
O -3.1581 -2.6969 2.6421
H -2.3685 -2.0811 -0.0794
H -3.8444 -1.3584 0.5196
H -3.9355 -2.7036 -0.5745
H -4.2795 -4.0527 1.5462
H -1.4430 -3.8501 0.8664
H -2.5666 -5.2873 1.0194
C -0.5529 1.8382 -3.3755
S -0.4079 3.1741 -2.1859
O 0.0831 4.3120 -3.0557
C -2.2212 3.5882 -2.2375
H 0.3909 1.3861 -3.6803
H -1.0128 2.2595 -4.2694
H -1.1813 0.9876 -3.1116
H -2.4545 4.4380 -1.5959
H -2.6898 2.6401 -1.9737
H -2.4622 4.0142 -3.2114
C 3.0950 -3.6191 2.3668
S 1.5102 -2.7749 1.7101
O 1.1842 -3.2472 0.2767
C 0.2392 -3.5881 2.7771
H 3.1388 -3.4033 3.4343
H 4.0192 -3.5364 1.7949
H 2.7918 -4.6661 2.3737
H 0.2366 -4.6330 2.4667
H -0.7562 -3.2314 2.5124
H 0.4120 -3.4277 3.8413
C -3.5713 1.8885 -6.5184
S -2.4460 0.4965 -6.0668
O -1.0073 1.1611 -6.0019
C -2.9474 0.2537 -4.2476
H -3.2360 2.7400 -5.9262
H -4.5595 1.6077 -6.1542
H -3.4543 2.1579 -7.5681
H -2.1586 0.5162 -3.5426
H -3.1616 -0.8027 -4.0858
H -3.8257 0.8535 -4.0090
C -4.0687 1.3011 1.7432
S -2.9476 2.8112 1.5179
O -3.8144 3.7499 0.7168
C -1.9821 2.0629 0.1917
H -3.4707 0.3908 1.6995
H -4.8087 1.2115 0.9480
H -4.6430 1.2815 2.6694
H -1.1837 1.4444 0.6016
H -1.4862 2.8533 -0.3717
H -2.7222 1.4115 -0.2732